Record 1
The following is a DFT calculation (wB97M-V/def2-TZVPD) of a molecular structure, C40H112MnN7O13 in a non-equilibrium geometry.

Atoms and positions in Å:
Mn (-2.877, -1.673, -0.866)
C (1.001, -0.715, 0.478)
C (-0.364, -0.171, 0.982)
C (-0.217, 1.302, 1.343)
O (-1.433, -0.424, 0.099)
H (1.799, -0.383, 1.143)
H (1.210, -0.406, -0.546)
H (0.924, -1.799, 0.388)
H (-0.523, -0.702, 1.921)
H (-0.977, 1.681, 2.027)
H (-0.329, 1.909, 0.444)
H (0.738, 1.538, 1.812)
C (-6.612, 0.450, -0.780)
C (-5.642, -0.758, -0.725)
C (-5.622, -1.593, -2.059)
O (-4.491, -2.464, -2.145)
C (-4.418, -3.265, -3.286)
N (-4.340, -0.217, -0.362)
H (-6.643, 1.083, 0.106)
H (-7.581, -0.045, -0.844)
H (-6.485, 1.056, -1.677)
H (-5.944, -1.430, 0.079)
H (-5.635, -1.019, -2.986)
H (-6.513, -2.216, -2.143)
H (-4.542, -2.690, -4.204)
H (-5.118, -4.095, -3.188)
H (-3.433, -3.732, -3.274)
H (-4.296, 0.722, -0.732)
H (-4.373, 0.066, 0.607)
C (-0.815, 2.704, -5.816)
C (0.444, 3.027, -5.065)
C (0.319, 2.769, -3.528)
O (1.522, 3.136, -2.884)
C (1.580, 2.945, -1.498)
N (1.541, 2.215, -5.527)
H (-0.608, 2.959, -6.856)
H (-1.623, 3.274, -5.357)
H (-1.074, 1.651, -5.927)
H (0.622, 4.099, -5.146)
H (0.185, 1.708, -3.319)
H (-0.495, 3.351, -3.096)
H (2.486, 3.464, -1.186)
H (1.557, 1.869, -1.325)
H (0.680, 3.355, -1.041)
H (1.148, 1.287, -5.462)
H (2.230, 2.159, -4.790)
C (-3.798, 1.812, 6.699)
C (-2.290, 2.167, 6.866)
C (-2.136, 3.675, 6.474)
O (-2.412, 3.881, 5.122)
C (-1.369, 3.445, 4.314)
N (-1.861, 1.823, 8.245)
H (-4.079, 1.841, 5.647)
H (-4.383, 2.513, 7.294)
H (-3.978, 0.775, 6.984)
H (-1.663, 1.540, 6.233)
H (-1.120, 3.994, 6.707)
H (-2.808, 4.337, 7.020)
H (-0.474, 4.004, 4.588)
H (-1.660, 3.627, 3.279)
H (-1.236, 2.363, 4.328)
H (-2.439, 2.322, 8.907)
H (-0.965, 2.286, 8.294)
C (0.918, -1.939, -6.877)
C (2.277, -1.386, -6.909)
C (2.931, -1.174, -5.529)
O (2.195, -0.333, -4.609)
C (2.858, -0.289, -3.318)
N (3.097, -2.323, -7.652)
H (0.915, -2.905, -6.372)
H (0.502, -2.077, -7.875)
H (0.257, -1.293, -6.299)
H (2.204, -0.412, -7.394)
H (3.845, -0.620, -5.741)
H (3.323, -2.099, -5.107)
H (3.830, 0.201, -3.379)
H (3.134, -1.262, -2.913)
H (2.212, 0.171, -2.570)
H (2.804, -2.284, -8.618)
H (4.018, -1.914, -7.723)
C (5.288, 1.843, -0.309)
C (5.062, 0.477, 0.384)
C (5.835, -0.765, -0.175)
O (5.397, -1.933, 0.483)
C (5.944, -3.177, -0.004)
N (5.521, 0.729, 1.750)
H (6.339, 2.075, -0.484)
H (4.805, 2.667, 0.218)
H (4.927, 1.746, -1.333)
H (3.997, 0.247, 0.413)
H (6.912, -0.629, -0.070)
H (5.632, -0.871, -1.241)
H (5.595, -3.285, -1.031)
H (5.510, -4.026, 0.525)
H (7.030, -3.253, 0.044)
H (5.509, -0.158, 2.233)
H (4.814, 1.278, 2.218)
C (0.365, -2.991, -3.486)
C (-0.546, -2.079, -2.729)
C (-1.408, -1.203, -3.649)
O (-2.458, -0.559, -2.967)
C (-3.270, 0.265, -3.788)
N (-1.275, -2.867, -1.808)
H (1.034, -2.484, -4.181)
H (-0.106, -3.705, -4.161)
H (1.005, -3.535, -2.791)
H (0.108, -1.454, -2.120)
H (-1.736, -1.875, -4.444)
H (-0.668, -0.494, -4.020)
H (-3.636, -0.230, -4.687)
H (-2.581, 1.007, -4.190)
H (-4.107, 0.801, -3.341)
H (-0.640, -3.222, -1.107)
H (-1.446, -3.755, -2.258)
C (1.696, 2.030, 4.927)
C (3.051, 1.311, 4.587)
C (2.752, -0.197, 4.308)
O (3.951, -0.982, 4.141)
C (3.621, -2.250, 3.559)
N (3.676, 1.996, 3.482)
H (1.232, 1.713, 5.860)
H (0.999, 2.056, 4.089)
H (2.023, 3.041, 5.170)
H (3.677, 1.438, 5.470)
H (2.127, -0.251, 3.416)
H (2.228, -0.640, 5.154)
H (3.333, -2.170, 2.511)
H (2.864, -2.789, 4.128)
H (4.593, -2.726, 3.692)
H (4.641, 2.053, 3.774)
H (3.440, 2.978, 3.492)
C (1.416, 4.445, 1.870)
O (2.243, 4.871, 2.893)
H (0.968, 5.271, 1.319)
H (1.987, 3.807, 1.194)
H (0.590, 3.873, 2.293)
H (3.139, 4.974, 2.566)
C (0.843, -4.612, 3.424)
C (-0.237, -3.603, 2.981)
O (-0.551, -3.762, 1.646)
H (0.520, -5.643, 3.284)
H (1.080, -4.543, 4.486)
H (1.722, -4.562, 2.780)
H (0.114, -2.581, 3.129)
H (-1.163, -3.647, 3.555)
H (-1.423, -3.395, 1.486)
C (2.948, -5.340, -1.144)
C (2.035, -5.247, 0.076)
O (0.700, -4.940, -0.384)
H (2.458, -6.058, -1.801)
H (3.947, -5.696, -0.894)
H (3.041, -4.397, -1.683)
H (2.337, -4.404, 0.698)
H (1.970, -6.154, 0.676)
H (0.281, -4.474, 0.343)
C (-4.098, 4.275, -0.564)
C (-2.951, 3.383, -0.071)
O (-2.647, 2.424, -1.060)
H (-3.871, 4.574, -1.588)
H (-4.242, 5.119, 0.110)
H (-5.017, 3.694, -0.641)
H (-3.225, 2.847, 0.838)
H (-2.117, 4.071, 0.070)
H (-2.089, 1.761, -0.647)
C (-5.662, 0.542, 3.315)
C (-4.322, -0.175, 3.023)
O (-3.758, 0.659, 2.118)
H (-6.308, -0.106, 3.907)
H (-6.238, 0.690, 2.402)
H (-5.514, 1.477, 3.857)
H (-4.602, -1.171, 2.681)
H (-3.727, -0.288, 3.929)
H (-2.849, 0.392, 1.962)

Total charge: +1
Total energy (hartree): -4103.22980
Expectation value of S²: 8.754
HOMO energy (spin up / spin down) (eV): -10.126 / -10.126
Multiplicity: 6
Frontier orbital gap (spin up / spin down) (eV): 7.45 / 6.84


Record 2
The following is a DFT calculation (wB97M-V/def2-TZVPD) of 11 unconnected molecules or ions with the total composition C30H82O11 in a non-equilibrium geometry.

Atoms and positions in Å:
C (1.547, -4.592, -1.188)
C (0.768, -5.700, -0.547)
C (0.476, -5.617, 0.946)
O (-0.461, -5.725, -1.246)
H (2.603, -4.456, -0.956)
H (1.064, -3.635, -0.994)
H (1.514, -4.666, -2.276)
H (1.247, -6.675, -0.632)
H (-0.208, -6.393, 1.289)
H (-0.058, -4.692, 1.163)
H (1.366, -5.589, 1.574)
H (-1.117, -5.172, -0.815)
C (3.286, 1.498, -4.546)
C (1.750, 1.567, -4.452)
C (1.154, 2.361, -3.291)
O (1.271, 2.302, -5.598)
H (3.675, 1.092, -3.612)
H (3.592, 2.538, -4.664)
H (3.640, 0.879, -5.371)
H (1.253, 0.601, -4.540)
H (1.324, 1.836, -2.351)
H (0.089, 2.548, -3.426)
H (1.574, 3.367, -3.271)
H (0.312, 2.320, -5.614)
C (-4.295, -2.580, -0.635)
C (-3.343, -3.671, -1.121)
C (-2.530, -3.186, -2.353)
O (-2.417, -3.998, -0.085)
H (-4.905, -2.246, -1.474)
H (-3.818, -1.683, -0.241)
H (-4.928, -2.948, 0.172)
H (-3.905, -4.573, -1.362)
H (-3.188, -2.709, -3.079)
H (-2.146, -4.002, -2.966)
H (-1.711, -2.518, -2.086)
H (-2.045, -3.166, 0.218)
C (5.250, -0.205, -1.550)
C (4.113, -0.195, -0.501)
C (3.414, -1.544, -0.562)
O (4.631, -0.010, 0.791)
H (4.939, -0.285, -2.592)
H (5.974, -1.013, -1.439)
H (5.803, 0.730, -1.455)
H (3.450, 0.637, -0.735)
H (2.834, -1.507, -1.484)
H (2.727, -1.653, 0.277)
H (4.073, -2.399, -0.715)
H (4.816, -0.863, 1.192)
C (1.066, 5.990, 1.124)
C (-0.001, 5.683, 0.048)
C (0.382, 4.442, -0.778)
O (-1.275, 5.534, 0.718)
H (2.078, 5.969, 0.718)
H (1.003, 5.292, 1.959)
H (0.912, 7.004, 1.493)
H (0.018, 6.578, -0.574)
H (-0.167, 4.344, -1.715)
H (0.178, 3.551, -0.186)
H (1.442, 4.326, -1.008)
H (-1.465, 6.272, 1.301)
C (-3.586, -2.840, 3.321)
C (-3.619, -1.325, 2.928)
C (-4.477, -0.513, 3.881)
O (-2.317, -0.822, 2.982)
H (-3.316, -2.935, 4.373)
H (-2.827, -3.369, 2.746)
H (-4.535, -3.359, 3.193)
H (-3.956, -1.291, 1.892)
H (-3.949, -0.326, 4.815)
H (-5.421, -1.021, 4.079)
H (-4.784, 0.467, 3.515)
H (-1.907, -1.130, 3.794)
C (-4.240, 3.688, 1.264)
C (-3.292, 2.702, 0.603)
C (-3.928, 1.457, 0.036)
O (-2.684, 3.380, -0.449)
H (-4.903, 3.258, 2.015)
H (-4.976, 3.991, 0.519)
H (-3.772, 4.604, 1.621)
H (-2.511, 2.304, 1.250)
H (-4.775, 1.752, -0.583)
H (-4.297, 0.754, 0.782)
H (-3.281, 0.845, -0.593)
H (-2.068, 4.019, -0.082)
C (3.127, 2.932, 4.061)
C (3.355, 2.166, 2.768)
C (2.749, 2.858, 1.549)
O (4.765, 2.111, 2.544)
H (3.784, 2.505, 4.818)
H (2.081, 2.941, 4.366)
H (3.490, 3.957, 3.979)
H (2.989, 1.161, 2.977)
H (1.660, 2.841, 1.571)
H (3.048, 2.262, 0.687)
H (3.112, 3.879, 1.431)
H (4.885, 1.402, 1.908)
C (0.299, 0.201, 0.879)
C (-0.432, -0.560, -0.191)
O (-1.273, -1.531, 0.447)
H (-0.346, 0.754, 1.563)
H (0.899, 0.993, 0.432)
H (0.928, -0.416, 1.521)
H (0.260, -1.102, -0.835)
H (-1.054, 0.146, -0.742)
H (-1.501, -1.261, 1.340)
C (2.307, -2.428, 3.478)
C (2.632, -3.883, 3.886)
O (3.751, -4.357, 3.211)
H (2.128, -2.333, 2.407)
H (3.132, -1.752, 3.702)
H (1.423, -2.118, 4.037)
H (1.731, -4.484, 3.764)
H (2.815, -3.739, 4.951)
H (3.978, -5.216, 3.576)
C (-2.105, 0.579, -3.816)
C (-2.488, 0.967, -5.220)
O (-1.590, 1.915, -5.757)
H (-1.073, 0.228, -3.818)
H (-2.725, -0.228, -3.426)
H (-2.164, 1.406, -3.109)
H (-3.460, 1.455, -5.140)
H (-2.565, 0.117, -5.897)
H (-1.758, 1.953, -6.701)

Total charge: -1
Total energy (hartree): -2019.75885
Expectation value of S²: 0.751
ΔE to the lowest compared entry with this formula, charge and spin (kcal per mole): 0.00
HOMO energy (spin up / spin down) (eV): 0.580 / -7.626
Multiplicity: 2
Frontier orbital gap (spin up / spin down) (eV): 1.51 / 9.67


Record 3
The following is a DFT calculation (wB97M-V/def2-TZVPD) of a molecular structure, C57H79Cl2MnN2O6S in a non-equilibrium geometry.

Atoms and positions in Å:
Mn (-0.725, -0.415, -0.221)
C (-2.075, 0.305, 2.524)
O (-0.762, -0.025, 2.066)
C (0.274, 0.868, 2.314)
C (1.525, 0.274, 2.394)
C (1.742, -1.219, 2.248)
C (2.467, -1.656, 0.997)
C (3.366, -2.708, 1.023)
C (3.909, -3.252, -0.145)
C (3.495, -2.695, -1.349)
C (2.591, -1.629, -1.416)
C (2.086, -1.177, -2.783)
C (1.517, 0.225, -2.933)
C (2.347, 1.291, -3.273)
C (1.856, 2.587, -3.422)
C (0.500, 2.798, -3.197)
C (-0.365, 1.767, -2.869)
C (-1.845, 2.036, -2.680)
C (-2.200, 2.811, -1.432)
C (-3.191, 3.783, -1.465)
C (-3.579, 4.486, -0.326)
C (-2.891, 4.192, 0.849)
C (-1.889, 3.229, 0.924)
C (-1.166, 3.083, 2.261)
C (0.114, 2.256, 2.413)
C (1.262, 2.990, 2.710)
C (2.524, 2.429, 2.872)
C (2.629, 1.064, 2.686)
C (3.711, 3.308, 3.256)
C (4.989, 2.492, 3.448)
C (3.962, 4.349, 2.156)
C (3.408, 4.034, 4.575)
C (-1.576, 2.470, -0.218)
O (-0.688, 1.515, -0.157)
C (-4.675, 5.556, -0.336)
C (-5.801, 5.171, 0.632)
C (-5.282, 5.735, -1.727)
C (-4.092, 6.909, 0.105)
C (0.170, 0.495, -2.783)
O (-0.695, -0.541, -2.415)
C (-1.199, -1.331, -3.489)
C (2.725, 3.763, -3.870)
C (2.192, 4.308, -5.205)
C (4.184, 3.360, -4.073)
C (2.672, 4.878, -2.815)
C (2.055, -1.110, -0.234)
O (1.181, -0.118, -0.253)
C (4.840, -4.462, -0.053)
C (5.378, -4.879, -1.421)
C (4.072, -5.653, 0.543)
C (6.038, -4.141, 0.853)
H (-2.024, 0.647, 3.560)
H (-2.545, 1.050, 1.888)
H (-2.658, -0.605, 2.459)
H (2.302, -1.577, 3.117)
H (0.784, -1.734, 2.262)
H (3.634, -3.131, 1.990)
H (3.868, -3.098, -2.288)
H (2.918, -1.266, -3.486)
H (1.336, -1.902, -3.108)
H (3.406, 1.084, -3.397)
H (0.085, 3.802, -3.258)
H (-2.195, 2.612, -3.541)
H (-2.395, 1.096, -2.690)
H (-3.665, 3.989, -2.419)
H (-3.129, 4.745, 1.759)
H (-0.870, 4.095, 2.538)
H (-1.894, 2.793, 3.022)
H (1.149, 4.067, 2.790)
H (3.590, 0.565, 2.750)
H (5.303, 2.010, 2.518)
H (5.798, 3.151, 3.775)
H (4.858, 1.716, 4.206)
H (4.165, 3.857, 1.201)
H (3.094, 4.999, 2.017)
H (4.820, 4.978, 2.414)
H (3.221, 3.313, 5.376)
H (4.258, 4.662, 4.866)
H (2.527, 4.674, 4.487)
H (-6.309, 4.264, 0.291)
H (-5.415, 4.982, 1.637)
H (-6.545, 5.975, 0.696)
H (-5.732, 4.806, -2.088)
H (-6.066, 6.497, -1.689)
H (-4.532, 6.058, -2.454)
H (-3.740, 6.873, 1.140)
H (-3.241, 7.182, -0.526)
H (-4.848, 7.699, 0.031)
H (-0.747, -0.996, -4.420)
H (-0.943, -2.376, -3.310)
H (-2.282, -1.210, -3.526)
H (2.220, 3.530, -5.974)
H (1.159, 4.649, -5.111)
H (2.803, 5.152, -5.544)
H (4.285, 2.581, -4.833)
H (4.757, 4.231, -4.406)
H (4.635, 2.996, -3.146)
H (1.656, 5.258, -2.684)
H (3.015, 4.507, -1.845)
H (3.311, 5.716, -3.113)
H (4.574, -5.207, -2.086)
H (5.913, -4.060, -1.908)
H (6.073, -5.715, -1.300)
H (3.189, -5.876, -0.062)
H (4.707, -6.546, 0.579)
H (3.732, -5.435, 1.559)
H (6.600, -3.290, 0.458)
H (5.716, -3.887, 1.866)
H (6.713, -5.002, 0.919)
Cl (-5.197, 1.390, 0.641)
C (-5.119, -0.265, 0.019)
Cl (-5.299, -1.455, 1.370)
C (-3.810, -0.416, -0.771)
O (-3.957, -0.346, -1.996)
O (-2.774, -0.589, -0.078)
H (-5.963, -0.421, -0.635)
C (-3.633, -6.604, -0.916)
C (-3.914, -5.929, -2.260)
C (-4.245, -4.439, -2.192)
C (-3.150, -3.560, -1.603)
N (-3.171, -3.608, -0.141)
C (-2.109, -3.363, 0.642)
S (-0.558, -3.031, 0.028)
N (-2.335, -3.484, 1.950)
C (-1.342, -3.247, 3.001)
C (-0.461, -4.459, 3.263)
C (-1.208, -5.644, 3.863)
C (-0.272, -6.780, 4.265)
H (-3.494, -7.680, -1.046)
H (-4.465, -6.456, -0.219)
H (-2.733, -6.205, -0.444)
H (-4.747, -6.442, -2.748)
H (-3.042, -6.059, -2.911)
H (-5.172, -4.293, -1.622)
H (-4.447, -4.078, -3.204)
H (-3.270, -2.535, -1.936)
H (-2.167, -3.900, -1.925)
H (-4.075, -3.435, 0.282)
H (-3.294, -3.608, 2.233)
H (-1.898, -2.981, 3.903)
H (-0.735, -2.392, 2.718)
H (0.349, -4.150, 3.934)
H (0.003, -4.749, 2.317)
H (-1.936, -6.016, 3.135)
H (-1.778, -5.309, 4.737)
H (0.298, -7.139, 3.403)
H (-0.818, -7.629, 4.681)
H (0.447, -6.444, 5.018)

Total charge: -1
Total energy (hartree): -5250.09757
Expectation value of S²: 1.180
HOMO energy (spin up / spin down) (eV): -4.258 / -3.953
Multiplicity: 2
Frontier orbital gap (spin up / spin down) (eV): 6.35 / 6.04